1.
Computed, not measured: a cluster of 2 separate species, C7H9NO2S in total, with ωB97M-V/def2-TZVPD.

## Properties
- HOMO level (spin up / spin down): -4.57 / -9.06 eV
- E_LUMO (spin up / spin down): 0.50 / -1.94 eV
- ⟨S²⟩: 2.01
- Orbital gap (spin up / spin down): 5.07 / 7.12 eV

The geometry in ORCA input format:
```
! wB97M-V def2-TZVPD RIJCOSX def2/J DEFGRID3
* xyz 0 3
C 1.848 1.482 -0.782
C 1.179 0.136 -0.927
C 1.828 2.009 0.437
C 0.455 -0.182 0.382
C -1.910 0.794 -0.639
C -0.924 -2.359 -0.092
C -0.373 -1.191 0.688
N -2.003 1.680 0.143
O -2.001 0.078 -1.530
O -0.869 -1.343 1.910
S 0.870 1.091 1.504
H 2.250 1.927 -1.637
H 2.021 -0.579 -1.195
H 2.224 3.014 0.851
H -2.047 -2.218 -0.015
H -0.526 -2.381 -1.120
H -0.721 -3.334 0.290
H 0.450 0.208 -1.733
H -1.308 1.919 0.882
H -0.444 -0.754 2.583
*
```

natural (NBO) atomic charge list, values in e, 8 entries:
1 C -0.241
2 C -0.480
3 C -0.577
4 C -0.332
5 C 0.847
6 C -0.658
7 C 0.379
8 N -0.771

2.
Computed, not measured: a structure of composition BrV, with ωB97M-V/def2-TZVPD.

## Properties
- HOMO level (spin up / spin down): -23.11 / -25.35 eV
- E_LUMO (spin up / spin down): -15.40 / -14.33 eV
- ⟨S²⟩: 2.13
- Orbital gap (spin up / spin down): 7.71 / 11.01 eV

The geometry in ORCA input format:
```
! wB97M-V def2-TZVPD RIJCOSX def2/J DEFGRID3
* xyz 2 3
V -43.476 15.481 -8.066
Br -44.583 16.137 -9.565
*
```

For reference, the natural (NBO) charges in units of e are:
1 V 1.628
2 Br 0.372

3.
Computed, not measured: a structure of composition C53H39AsBaCl5F3N7OPSSe, with ωB97M-V/def2-TZVPD.

## Properties
- HOMO level: -7.68 eV
- E_LUMO: -0.74 eV
- Orbital gap: 6.94 eV

The geometry in ORCA input format:
```
! wB97M-V def2-TZVPD RIJCOSX def2/J DEFGRID3
* xyz 0 1
Ba -0.455 0.895 2.328
Cl -0.129 7.030 7.198
C -0.831 5.756 6.228
C -1.799 5.998 5.249
Cl -2.506 7.549 5.278
C -2.128 5.080 4.277
Cl -3.202 5.589 3.009
C -1.650 3.758 4.290
O -1.902 2.836 3.409
C -0.824 3.497 5.404
Cl -0.056 1.921 5.494
C -0.293 4.438 6.267
Cl 0.844 3.995 7.465
Se -5.731 -5.787 2.969
N -5.416 -4.362 3.941
C -4.520 -3.648 3.283
C -4.144 -2.319 3.806
C -4.603 -1.867 5.065
C -4.193 -0.642 5.454
C -3.341 0.080 4.629
N -2.974 -0.339 3.448
C -3.371 -1.522 3.010
C -2.983 -1.958 1.671
N -2.325 -1.085 0.906
C -2.110 -1.385 -0.349
C -2.336 -2.589 -0.898
C -2.861 -3.577 -0.076
C -3.282 -3.252 1.185
C -4.097 -4.073 1.972
N -4.704 -5.133 1.581
H -5.162 -2.603 5.662
H -4.382 -0.248 6.429
H -2.870 1.032 4.874
H -1.705 -0.564 -0.955
H -2.132 -2.852 -1.897
H -3.051 -4.626 -0.383
N -4.304 1.882 -0.928
C -3.383 2.272 -0.005
N -3.809 2.449 1.224
S -1.707 2.434 -0.377
H -5.220 2.218 -0.818
H -3.993 1.864 -1.868
H -4.749 2.187 1.590
H -3.222 2.811 1.928
F 1.440 -0.620 3.464
C 0.263 -1.691 3.216
F -0.083 -2.138 4.433
F 1.065 -2.665 2.685
N 1.489 3.284 2.039
C 2.038 4.283 2.086
C 2.569 5.608 2.011
C 3.552 6.043 2.838
C 4.072 7.286 2.697
C 3.627 8.130 1.742
C 2.588 7.769 0.914
C 2.068 6.464 1.018
H 4.050 5.463 3.657
H 4.874 7.627 3.354
H 4.100 9.022 1.627
H 2.149 8.477 0.212
H 1.321 6.164 0.305
C 1.400 -2.417 -0.853
C 1.917 -2.674 -2.274
As 1.727 -4.545 -2.883
C 2.696 -4.357 -4.627
C 3.033 -5.525 -5.331
C 3.538 -5.490 -6.632
C 3.528 -4.308 -7.321
C 3.167 -3.115 -6.692
C 2.756 -3.140 -5.342
C -0.137 -4.387 -3.523
C -0.611 -3.348 -4.317
C -1.916 -3.253 -4.697
C -2.861 -4.217 -4.237
C -2.397 -5.338 -3.527
C -1.022 -5.456 -3.253
P 1.385 -0.627 -0.281
C 3.248 -0.218 -0.412
C 3.841 -0.092 0.813
C 5.216 0.160 0.922
C 5.942 0.343 -0.227
C 5.351 0.150 -1.526
C 4.043 -0.098 -1.564
C 0.831 0.316 -1.702
C 1.338 1.610 -1.863
C 0.983 2.338 -2.979
C 0.093 1.815 -3.871
C -0.453 0.553 -3.701
C -0.074 -0.227 -2.612
H 1.947 -2.878 0.042
H 0.421 -2.846 -0.681
H 2.912 -2.399 -2.473
H 1.244 -2.197 -2.978
H 2.883 -6.465 -4.828
H 3.863 -6.348 -7.180
H 3.833 -4.364 -8.443
H 3.106 -2.170 -7.242
H 2.449 -2.323 -4.788
H 0.127 -2.564 -4.605
H -2.241 -2.464 -5.307
H -3.936 -3.955 -4.228
H -3.125 -5.986 -3.147
H -0.663 -6.367 -2.731
H 3.296 -0.096 1.804
H 5.686 0.196 1.866
H 7.002 0.449 -0.293
H 6.000 0.232 -2.348
H 3.527 -0.193 -2.483
H 1.989 2.070 -1.146
H 1.514 3.267 -3.088
H -0.290 2.484 -4.614
H -1.122 0.124 -4.437
H -0.556 -1.304 -2.432
*
```

Mulliken atomic charge list, values in e, 8 entries:
1 Ba 0.899
2 Cl -0.202
3 C -0.003
4 C 0.348
5 Cl -0.206
6 C 0.198
7 Cl -0.226
8 C -0.892

4.
Computed, not measured: the ion C4H4Cl2FN2OS with charge +1, with ωB97M-V/def2-TZVPD.

## Properties
- HOMO level (spin up / spin down): -13.51 / -13.51 eV
- E_LUMO (spin up / spin down): -5.78 / -5.78 eV
- Orbital gap (spin up / spin down): 7.73 / 7.73 eV

The geometry in ORCA input format:
```
! wB97M-V def2-TZVPD RIJCOSX def2/J DEFGRID3
* xyz 1 1
C -0.291 -0.602 -1.428
C 1.661 -0.857 -0.530
C -0.178 -2.127 -0.440
C -0.474 1.442 0.616
N 0.956 -0.116 -1.273
N 1.053 -2.004 -0.007
O -2.398 -0.235 0.185
F 0.124 0.454 1.275
S -1.575 0.581 -0.641
Cl 3.163 -0.461 0.088
Cl -1.326 -3.168 0.095
H -0.539 -0.949 -2.436
H -0.034 2.349 0.154
H -1.316 1.750 1.318
H 1.374 -2.480 0.728
*
```

natural (NBO) atomic charge list, values in e, 8 entries:
1 C -0.229
2 C 0.359
3 C 0.297
4 C -0.154
5 N -0.412
6 N -0.522
7 O -0.936
8 F -0.339

Energy above the lowest of the compared OMol25 structures with the same formula, charge and spin per entry: 0.0000; 0.6439; 2.3969; 0.0000 eV
Strongest force on any atom per entry: 9.29; 6.48; 3.63; 4.94 eV/A